Record 1
11 unconnected molecules or ions with the total composition C42H118N9O27P3S8 in a non-equilibrium geometry. Source: OMol25; level of theory: the ωB97M-V functional and the def2-TZVPD basis.

Values from the calculation:
Total energy = -8404.77874 a.u.
SMILES = CN(C)P(=O)(N(C)C)N(C)C.CN(C)P(=O)(N(C)C)N(C)C.CN(C)P(=O)(N(C)C)N(C)C.CCOS(C)(=O)=O.CCOS(C)(=O)=O.CCOS(C)(=O)=O.CCOS(C)(=O)=O.CCOS(C)(=O)=O.CCOS(C)(=O)=O.CCOS(C)(=O)=O.CCOS(C)(=O)=O
Kohn-Sham gap = 0.297 Ha
Highest occupied orbital energy = -0.308 Eh
E_LUMO = -0.29 eV

Each line ends with the Mulliken charge.
CARTESIAN COORDINATES (ANGSTROEM)
1 H -0.0546 -0.4651 3.6534  0.123
2 N 4.6963 -5.7783 0.3634  0.272
3 H -5.3011 -0.3831 -3.9460  0.346
4 N -0.4638 1.3109 2.4118  1.022
5 H 0.4709 2.6292 3.8588  0.466
6 H 2.7503 2.6606 -1.4486  -0.431
7 C -1.1888 -4.8486 -4.0835  -0.998
8 C -2.1412 4.2359 -2.4688  -0.873
9 H -1.0961 2.4827 -2.4389  -0.487
10 H 5.2659 3.6968 -6.3762  0.372
11 H -1.8246 -1.2837 -4.2050  0.353
12 H 6.0054 3.9817 8.9695  0.315
13 H 4.8172 -0.3152 -0.0024  0.362
14 H -0.2251 -1.6470 1.1776  0.026
15 O 4.9860 -3.1381 0.3165  -0.961
16 H -0.5034 3.4876 -3.7247  0.584
17 O -3.2852 1.7136 -6.3217  -0.601
18 H 1.4566 1.3665 3.2094  0.299
19 H 1.0082 2.6368 2.0796  -0.824
20 C 2.0800 3.3981 -1.8901  0.545
21 C -2.9638 -4.8741 1.9045  -0.643
22 H 0.2813 -1.8607 -0.5024  -0.152
23 H 5.3188 2.0346 4.4967  0.364
24 C -6.1529 -3.9360 5.0942  -1.015
25 H -2.9860 5.2557 2.6789  0.483
26 H 6.6363 -6.3150 0.3706  0.395
27 H -0.3784 -3.4872 -2.2331  -0.374
28 C -1.4188 3.1447 -3.2425  0.334
29 C 1.5308 -5.0547 -0.6939  -0.879
30 H -1.4002 -1.4685 -0.1285  -1.362
31 C 4.3283 3.1449 -6.4433  -1.381
32 H 3.3520 -0.7501 -6.1214  0.399
33 H 1.0841 2.9580 -1.9427  -0.647
34 H -4.0623 -2.5272 -1.3124  0.172
35 S 3.3549 4.8212 0.9994  1.455
36 C 5.9415 -5.9897 -0.4037  -1.165
37 C 6.1754 2.3146 -0.9301  0.858
38 C -2.4440 4.9356 1.7890  -0.693
39 S -1.6546 6.5912 1.1295  0.890
40 H -1.6357 4.2470 2.0353  -0.066
41 O -4.0405 -3.3959 3.9286  -0.364
42 H 4.4639 -3.4235 3.2677  0.336
43 H 1.6986 1.3857 0.2400  -0.909
44 H -0.2956 1.7099 -7.0650  0.478
45 H -6.7488 -4.6928 5.6043  0.383
46 H -1.5904 -2.1470 -2.2888  -0.257
47 H 6.3989 -5.0527 -0.7214  0.347
48 H 3.8815 2.8959 -4.2143  -0.061
49 H 4.7072 -7.8848 0.8926  0.392
50 H 2.4972 -2.2192 2.3705  0.184
51 H -1.6954 -3.7616 -1.4268  -0.197
52 O 1.3131 0.2364 -3.8469  -0.449
53 H -1.3656 -4.9873 -5.1501  0.321
54 C -1.4310 -3.2242 -2.3375  0.640
55 C -8.6502 -2.5294 0.1532  -0.384
56 N 3.1310 -4.1565 1.9109  0.486
57 C 4.2649 2.2775 4.3609  -0.260
58 H -2.9913 0.1099 -4.2964  0.232
59 H 1.0716 5.3821 -1.5784  0.580
60 C 6.4579 4.0178 7.9785  -1.259
61 S 3.8263 3.7739 5.3202  1.255
62 C 3.3674 -1.0069 -5.0622  -1.279
63 O 4.6035 5.4263 1.2420  -0.680
64 H -3.0560 4.4401 1.0352  0.383
65 H -6.2800 1.2307 0.1541  0.445
66 H -0.1269 -4.8617 -3.8376  0.137
67 H -4.2256 -4.0891 -0.4309  0.276
68 O -7.7384 -1.8991 -0.7355  -0.327
69 C 2.0469 5.3908 2.1396  -0.701
70 H 3.5563 -6.9472 1.8021  0.339
71 O -0.5760 6.8556 2.3649  -0.272
72 C -0.6621 1.5321 -6.0540  -0.327
73 H -5.8941 -1.8370 -3.3839  0.240
74 C -1.0157 7.3596 3.6342  -0.362
75 C 6.8934 2.8317 -2.1568  -1.526
76 N -4.3673 -4.2300 -2.5311  0.620
77 H -5.0860 -5.2615 3.9546  0.205
78 O -4.0534 -4.2966 -5.1662  -0.867
79 H -4.0834 2.2584 0.8688  0.121
80 C 0.6660 2.0686 2.9445  -0.150
81 O 2.4054 3.8473 5.3730  -0.579
82 S -7.7663 -0.2825 -0.9262  1.139
83 H 7.9278 3.0670 -1.9063  0.428
84 O -3.2191 -2.1778 1.8298  -0.926
85 N 0.0207 0.1354 0.0619  1.126
86 O -0.7206 2.8346 0.2797  0.280
87 O -9.0862 0.2640 -0.4939  -0.659
88 H 5.7640 -6.7290 -1.1847  0.318
89 O 3.6944 0.5744 -2.9566  -0.564
90 O -2.2283 2.2976 -4.0973  -0.167
91 O 6.5971 1.8859 2.1664  -0.593
92 H 0.9831 4.3143 -0.2793  -0.328
93 H -0.7615 6.8881 5.7465  0.463
94 O -2.6758 7.6330 1.1904  -0.615
95 N -2.4729 0.8772 0.6764  1.153
96 H 3.6507 1.4264 4.6551  0.384
97 H -1.4268 5.0162 -2.2066  0.270
98 C -6.4454 0.1612 0.2848  -0.691
99 P -0.9061 1.4498 0.7470  -1.298
100 C 2.0644 -3.1802 2.0925  -0.253
101 C -4.6004 -3.4730 -1.2483  -1.192
102 H 6.0162 2.0493 7.2825  0.339
103 H 6.4363 5.0642 7.6743  0.303
104 C -5.1937 -1.4528 -4.1255  -1.250
105 H -3.9007 0.6977 -0.9499  0.841
106 C -5.2843 -5.3849 -2.6272  -1.195
107 H -1.5154 -0.5773 2.7657  0.115
108 H -6.3144 -5.0500 -2.7491  0.301
109 H 1.9736 -0.3275 0.6442  -0.368
110 N -3.8307 -1.8673 -3.9557  0.852
111 C 1.6712 4.6319 -1.0628  -0.143
112 H 4.1459 1.0684 0.9614  -0.141
113 H -0.6333 8.3747 3.7410  0.274
114 H -5.5506 -0.4389 0.1194  -0.053
115 H -4.1445 -4.8526 5.3721  0.405
116 S -3.9337 -3.3652 2.2709  1.488
117 C -0.3652 -1.2843 0.1593  1.337
118 H 1.7846 0.0819 -1.0453  -0.146
119 H -6.8113 0.0511 1.3056  0.418
120 H -4.1414 0.8525 1.9240  -0.008
121 C 1.4702 0.3570 -0.0386  1.344
122 H 2.1548 -3.8378 -2.7283  0.265
123 H -2.8742 -0.9862 -5.6373  0.612
124 H -5.9741 -3.0717 5.7338  0.324
125 C -0.8427 0.1504 3.2196  -1.066
126 C 2.8437 -3.4863 -1.9603  -1.321
127 C -0.3441 6.5731 4.7901  -0.968
128 H 4.3085 2.4748 -7.3028  0.323
129 C -3.4715 1.5742 1.4566  -0.934
130 H 1.6516 -5.7954 0.0966  0.367
131 H 6.4486 3.0616 5.9844  0.317
132 C -4.7757 -4.4316 4.5895  -0.222
133 O 2.9141 1.5041 -5.2423  -0.277
134 H 1.2427 4.6563 2.0961  -0.440
135 H -3.0090 2.1810 2.2350  0.404
136 S 2.7265 0.3922 -4.0287  1.343
137 H -9.4838 -2.6568 2.1625  0.427
138 C -8.7963 -2.0066 1.6215  -1.137
139 C 3.9137 -4.3522 3.1165  -1.152
140 O 3.2174 3.3749 0.9837  -0.511
141 O -0.9152 6.3722 -0.0927  -0.438
142 S -2.1431 2.4465 -5.7139  1.216
143 N 2.8481 -4.2489 -0.7746  0.504
144 O 6.9662 1.3047 -0.3183  -0.450
145 O 7.5482 -0.3575 1.3441  -0.637
146 H -3.5349 -5.7950 2.0221  0.429
147 C -3.0177 0.1835 -0.5704  -1.155
148 H -2.6300 -4.6821 0.8848  -0.041
149 H 1.7532 6.3743 1.7728  0.648
150 H -5.6587 -3.3472 -1.0200  0.498
151 S 6.6023 0.7572 1.2112  1.126
152 C 4.8055 0.2006 0.9577  -0.591
153 H 6.3782 3.7022 -2.5630  0.351
154 H -4.8960 -6.0203 -3.4232  0.320
155 H 2.5385 5.4056 3.1124  0.381
156 O 4.4806 3.4098 6.7854  -0.320
157 H -2.5534 3.7851 -1.5660  -0.105
158 N -1.9549 -3.7281 -3.5829  0.665
159 P -3.6136 -3.5649 -3.9402  -0.053
160 H -9.6593 -2.3200 -0.2017  0.405
161 H 3.8218 -3.5798 -2.4321  0.390
162 H -9.2584 -1.0236 1.7133  0.407
163 O 2.8230 5.2886 -0.4736  -0.611
164 H -5.5819 -1.5582 -5.1386  0.296
165 C 5.8581 3.0579 6.9006  -0.166
166 H -2.0637 -4.7814 2.5122  0.412
167 C 4.0361 2.3194 -5.1263  0.270
168 H -2.3440 0.1378 -1.4260  0.239
169 H 1.4066 -3.5407 2.8835  0.427
170 O -5.2805 -3.5650 1.8183  -0.695
171 H 2.7893 -1.9034 -4.8380  0.344
172 H -0.5090 5.4966 4.7434  0.166
173 C -2.7963 -0.9317 -4.5515  -1.193
174 H -5.2338 -5.9163 -1.6769  0.330
175 H 2.6500 -2.4233 -1.8167  0.419
176 H 7.0214 1.9903 -2.8378  0.324
177 H 4.4243 -1.1164 -4.8191  0.359
178 H -1.6297 -5.6818 -3.5361  0.418
179 H 4.6693 -5.0975 2.8681  0.393
180 P 4.0125 -4.2331 0.4404  0.400
181 H -1.0999 0.5338 -6.0510  0.133
182 H 1.3873 -5.7233 -1.5427  0.457
183 H 5.2237 1.9064 -1.2704  -0.207
184 H -2.9666 4.5727 -3.0959  0.476
185 H 5.8553 3.1255 -0.2758  0.117
186 H 3.4968 3.8346 -6.5889  0.343
187 C 3.9891 -7.0690 0.8091  -1.006
188 H 4.9418 1.7513 -4.9140  0.303
189 H -1.3904 0.6706 4.0054  0.413
190 O 4.5365 4.9393 4.7687  -0.644
191 O -7.3464 -0.0157 -2.2752  -0.522
192 H 3.4615 -4.5992 4.0770  0.290
193 H -2.1000 7.2697 3.6989  0.394
194 H -3.3433 -0.8236 -0.3102  -0.675
195 H 0.7134 6.8348 4.7555  0.256
196 H 7.4840 3.6919 8.1490  0.386
197 H -6.7865 -3.5282 4.3066  0.129
198 H 3.2252 -7.3874 0.0997  0.234
199 H 1.4604 -2.8731 1.2387  -0.415
200 H 4.5333 -0.5206 1.7283  0.464
201 H 3.9623 2.3859 3.3193  -0.415
202 H -8.5318 -3.6130 0.1514  0.445
203 H 0.1266 1.6525 -5.3114  -0.202
204 H 0.6163 -4.4780 -0.5550  0.081
205 H -7.8758 -1.9511 2.2026  0.112
206 O -1.9423 3.8681 -6.0171  -0.655
207 H 2.4521 3.7490 -2.8526  0.611



Record 2
A gas-phase ion, C8H13N2S (charge +1) in a non-equilibrium geometry. Source: OMol25; level of theory: the ωB97M-V functional and the def2-TZVPD basis.

Values from the calculation:
Total charge = +1
Total energy = -819.93953 a.u.
SMILES = CC#[N+][C@@H]1C[C@]1(C)/N=C\SC
Kohn-Sham gap = 0.309 Ha
Highest occupied orbital energy = -0.435 Eh
Relative energy (zero: lowest compared OMol25 entry of this formula, charge and spin) = 365.4 kJ/mol
E_LUMO = -3.43 eV

Each line ends with the natural charge from an NBO analysis.
CARTESIAN COORDINATES (ANGSTROEM)
1 C -4.0512 1.3268 -0.1650  -0.774
2 H -0.4455 -3.1024 0.3204  0.229
3 H 3.4997 2.7314 0.0241  0.315
4 H -4.3958 1.2650 -1.1842  0.244
5 C 3.1883 0.6755 0.0590  0.631
6 H -1.6647 -2.1080 0.6750  0.252
7 H 0.9491 -2.6762 -1.4795  0.253
8 C 1.0150 -1.6026 -1.1113  -0.358
9 C 4.1035 1.7213 0.0944  -0.765
10 C -1.4604 0.7470 -0.2010  -0.021
11 C 0.1042 -1.1151 -0.0620  0.139
12 H 1.3359 -0.8376 -1.9312  0.247
13 H -1.6395 1.8780 -0.3866  0.210
14 S -2.9414 -0.0622 0.1138  0.265
15 N -0.3179 0.2301 -0.2907  -0.501
16 H -4.9099 1.1883 0.5458  0.254
17 H -3.7645 2.2356 0.3201  0.246
18 C -0.6084 -2.1667 0.7457  -0.644
19 N 2.5438 -0.2716 0.2043  -0.163
20 C 1.6154 -1.2270 0.2473  -0.157
21 H 4.4650 1.8361 1.0264  0.290
22 H -0.1986 -2.2805 1.8538  0.233
23 H 4.9821 1.6878 -0.7074  0.315
24 H 1.6984 -2.1168 0.7983  0.262



Record 3
A single C20H17FN2O3 molecule in a non-equilibrium geometry. Source: OMol25; level of theory: the ωB97M-V functional and the def2-TZVPD basis.

Values from the calculation:
Total energy = -1207.38450 a.u.
SMILES = Cc1ccc(/C=N/NC(=O)c2ccccc2OCc2ccc(F)cc2)o1
Kohn-Sham gap = 0.307 Ha
Highest occupied orbital energy = -0.293 Eh
Relative energy (zero: lowest compared OMol25 entry of this formula, charge and spin) = 262.8 kJ/mol
E_LUMO = 0.36 eV

Each line ends with the natural charge from an NBO analysis.
CARTESIAN COORDINATES (ANGSTROEM)
1 H -0.3845 -3.0160 -2.0488  0.221
2 H -1.6198 -2.1995 2.6203  0.225
3 H -1.2443 -4.5155 1.8629  0.216
4 H 1.9832 2.0428 1.6239  0.172
5 C 4.8564 -0.1804 -0.7507  -0.321
6 C 5.2940 0.9580 -0.1276  0.307
7 C -5.0631 1.4666 -0.0416  0.398
8 C -4.0989 2.4528 0.0578  -0.267
9 C -1.1268 -3.6932 1.1747  -0.248
10 H -0.3987 1.2584 -0.9263  0.189
11 F -6.3041 1.7164 0.4246  -0.325
12 H -4.3430 3.3989 0.5139  0.228
13 N 0.9228 0.4016 0.8977  -0.222
14 O -2.3587 0.3541 2.0130  -0.585
15 H 2.8186 -1.0957 -0.7156  0.239
16 H 5.4399 -0.8291 -1.3715  0.228
17 N -0.2254 0.7763 1.4781  -0.451
18 O -0.7705 -0.6525 -1.6258  -0.509
19 C 3.1891 0.7415 0.3985  0.195
20 C -1.1875 -1.3072 0.7387  -0.259
21 C -2.8306 2.1886 -0.4199  -0.178
22 H -5.5716 -0.5057 -0.6818  0.228
23 C -0.8653 -1.5404 -0.6009  0.420
24 C 3.4973 -0.3254 -0.4145  -0.242
25 C -1.1378 0.7031 -1.5153  -0.084
26 H -0.5752 -4.9250 -0.4934  0.215
27 C -2.5299 0.9589 -0.9935  -0.083
28 H -3.3014 -0.9576 -1.5571  0.224
29 H -1.0717 1.0670 -2.5494  0.207
30 H 6.5490 2.6349 -0.4916  0.227
31 O 4.2880 1.5201 0.5687  -0.397
32 C -0.6435 -2.8604 -1.0128  -0.273
33 C -0.7577 -3.9203 -0.1427  -0.187
34 H 7.0071 1.6720 0.9093  0.228
35 H -2.0614 2.9434 -0.3404  0.208
36 C -1.3596 0.0059 1.4220  0.685
37 H -0.2717 1.6321 2.0391  0.380
38 H 7.3214 1.0556 -0.7230  0.231
39 C -1.3378 -2.3987 1.5970  -0.145
40 C 6.6244 1.6176 -0.1093  -0.653
41 C -4.7959 0.2406 -0.6188  -0.257
42 C 1.9687 1.1198 1.0335  0.007
43 C -3.5236 -0.0044 -1.1012  -0.192



Record 4
A single C4H4Cl2O molecule in a non-equilibrium geometry. Source: OMol25; level of theory: the ωB97M-V functional and the def2-TZVPD basis.

Values from the calculation:
Total energy = -1150.40922 a.u.
SMILES = O=C/C(Cl)=C\CCl
Kohn-Sham gap = 0.354 Ha
Highest occupied orbital energy = -0.374 Eh
Relative energy (zero: lowest compared OMol25 entry of this formula, charge and spin) = 17.8 kJ/mol
E_LUMO = -0.55 eV

Each line ends with the natural charge from an NBO analysis.
CARTESIAN COORDINATES (ANGSTROEM)
1 O 0.5279 1.9455 -0.0500  -0.507
2 H -0.4142 -1.9519 -0.0026  0.243
3 H -1.4522 0.6973 -0.8677  0.249
4 H 2.4484 1.2590 0.0859  0.140
5 H -1.4623 0.6447 0.9439  0.248
6 C -0.2161 -0.8825 -0.0195  -0.124
7 C -1.4027 0.0590 0.0056  -0.414
8 C 1.3830 1.0688 -0.0168  0.387
9 C 1.0446 -0.4014 -0.0205  -0.145
10 Cl 2.4262 -1.5159 -0.0273  -0.010
11 Cl -2.8825 -0.9226 -0.0311  -0.067



Record 5
2 unconnected molecules or ions with the total composition CH4O3 in a non-equilibrium geometry. Source: OMol25; level of theory: the ωB97M-V functional and the def2-TZVPD basis.

Values from the calculation:
Total energy = -266.18501 a.u.
SMILES = O=CO.O
Kohn-Sham gap = 0.416 Ha
Highest occupied orbital energy = -0.392 Eh
Relative energy (zero: lowest compared OMol25 entry of this formula, charge and spin) = 133.9 kJ/mol
E_LUMO = 0.66 eV

Each line ends with the natural charge from an NBO analysis.
CARTESIAN COORDINATES (ANGSTROEM)
1 H 1.4663 -1.2021 1.4872  0.527
2 H -0.1847 4.0369 -1.3081  0.458
3 O -0.3876 -1.6880 -0.2546  -0.539
4 O -0.5962 3.1469 -1.2747  -0.918
5 H 0.3264 -3.4678 0.2538  0.128
6 O 0.7927 -1.9439 1.5727  -0.749
7 H -1.5018 3.5456 -1.0353  0.460
8 C 0.0849 -2.4276 0.5590  0.632



Copy entry 4 word for word.
A single C4H4Cl2O molecule in a non-equilibrium geometry. Source: OMol25; level of theory: the ωB97M-V functional and the def2-TZVPD basis.

Values from the calculation:
Total energy = -1150.40922 a.u.
SMILES = O=C/C(Cl)=C\CCl
Kohn-Sham gap = 0.354 Ha
Highest occupied orbital energy = -0.374 Eh
Relative energy (zero: lowest compared OMol25 entry of this formula, charge and spin) = 17.8 kJ/mol
E_LUMO = -0.55 eV

Each line ends with the natural charge from an NBO analysis.
CARTESIAN COORDINATES (ANGSTROEM)
1 O 0.5279 1.9455 -0.0500  -0.507
2 H -0.4142 -1.9519 -0.0026  0.243
3 H -1.4522 0.6973 -0.8677  0.249
4 H 2.4484 1.2590 0.0859  0.140
5 H -1.4623 0.6447 0.9439  0.248
6 C -0.2161 -0.8825 -0.0195  -0.124
7 C -1.4027 0.0590 0.0056  -0.414
8 C 1.3830 1.0688 -0.0168  0.387
9 C 1.0446 -0.4014 -0.0205  -0.145
10 Cl 2.4262 -1.5159 -0.0273  -0.010
11 Cl -2.8825 -0.9226 -0.0311  -0.067



Question: Which of these has the highest E_LUMO?
Answer: CH4O3



Question: highest occupied orbital energy of number 3 (C20H17FN2O3)?
Answer: -0.293 Eh